Molecular formula: C18H22BF6O18Pd
Method: DFT, ωB97M-V/def2-TZVPD

Its expectation value of S² is 3.7588. As for the strongest force on any atom: 5.23 eV/Å. The value obtained for the HOMO energy (alpha / beta) is -15.20 / -15.20 eV. For the lowest unoccupied orbital energy (alpha / beta), the calculation gives -6.95 / -12.44 eV. The value obtained for the total energy is -76312.236 eV.

Structure (ORCA input):
```
! wB97M-V def2-TZVPD RIJCOSX def2/J DEFGRID3
* xyz 2 4
Pd 2.01 -0.83 -0.44
B 0.54 0.61 0.28
H -0.16 1.39 0.51
H 1.48 0.61 0.81
H 0.13 -0.39 0.35
H 0.71 0.81 -0.77
C -3.87 -0.74 0.66
C -2.94 0.21 1.37
O -3.51 0.19 2.70
C -4.34 -0.89 2.84
O -4.65 -1.33 3.95
O -4.34 -1.53 1.72
F -3.06 1.44 0.79
H -3.48 -1.42 -0.10
H -4.77 -0.31 0.23
H -1.87 -0.02 1.43
C -0.31 4.36 -0.15
C -1.17 4.84 0.97
O -0.38 5.74 1.72
C 0.90 5.60 1.33
O 1.92 6.17 1.82
O 0.97 4.62 0.39
F -1.48 3.79 1.72
H -0.35 4.97 -1.05
H -0.47 3.32 -0.41
H -2.12 5.26 0.62
C -1.38 -2.42 3.39
C -0.28 -2.98 4.21
O 0.86 -2.78 3.49
C 0.51 -2.60 2.18
O 1.29 -2.45 1.28
O -0.79 -2.66 2.13
F -0.41 -4.38 4.16
H -1.43 -1.37 3.67
H -2.35 -2.92 3.48
H -0.09 -2.81 5.27
C -0.64 -3.16 -4.66
C -0.65 -4.45 -3.82
O 0.06 -4.08 -2.70
C 0.14 -2.78 -2.62
O 0.74 -2.19 -1.72
O -0.53 -2.23 -3.59
F 0.05 -5.29 -4.57
H -1.57 -3.05 -5.22
H 0.19 -2.99 -5.34
H -1.62 -4.88 -3.59
C 2.53 -0.63 -6.27
C 3.21 0.73 -6.02
O 2.89 1.12 -4.74
C 2.40 0.07 -4.08
O 2.09 0.05 -2.82
O 2.29 -0.97 -4.87
F 2.73 1.59 -6.87
H 3.19 -1.40 -6.67
H 1.60 -0.64 -6.84
H 4.28 0.65 -6.21
C 0.74 1.93 3.36
C 2.19 2.13 3.33
O 2.56 1.44 4.49
C 1.79 0.32 4.51
O 1.85 -0.68 5.23
O 0.71 0.55 3.72
F 2.61 3.39 3.34
H 0.28 2.10 2.39
H 0.06 2.55 3.95
H 2.47 1.72 2.36
*
```